#i
# C32H88N8O8

A 8-piece molecular cluster, C32H88N8O8 overall (the ωB97M-V functional and the def2-TZVPD basis, the OMol25 dataset).

Geometry as XYZ:
```
136
Properties=species:S:1:pos:R:3
C -2.27 4.68 6.45
O -1.11 4.57 5.67
C -1.35 4.52 4.27
C -1.88 3.18 3.77
C -1.04 1.97 4.20
N -1.90 3.19 2.30
H -3.11 4.07 6.10
H -2.63 5.71 6.50
H -2.01 4.40 7.47
H -1.98 5.34 3.91
H -0.35 4.71 3.86
H -2.89 3.04 4.18
H -0.01 2.07 3.84
H -1.49 1.07 3.78
H -1.07 1.84 5.28
H -2.64 3.80 1.95
H -2.21 2.27 2.00
C 4.02 6.64 2.17
O 2.99 6.01 1.43
C 3.45 4.94 0.63
C 2.24 4.30 -0.05
C 1.39 3.49 0.92
N 2.60 3.42 -1.17
H 4.41 5.94 2.91
H 3.61 7.55 2.61
H 4.80 6.95 1.47
H 4.16 5.28 -0.14
H 3.95 4.24 1.31
H 1.63 5.17 -0.30
H 0.90 4.21 1.59
H 1.98 2.74 1.45
H 0.54 2.93 0.53
H 3.12 2.63 -0.79
H 3.20 3.96 -1.78
C -6.29 -4.19 0.62
O -6.80 -2.88 0.51
C -6.61 -2.27 -0.74
C -6.77 -0.75 -0.55
C -6.46 -0.04 -1.87
N -5.81 -0.32 0.49
H -5.19 -4.15 0.61
H -6.66 -4.84 -0.18
H -6.56 -4.62 1.59
H -5.62 -2.48 -1.15
H -7.40 -2.56 -1.44
H -7.81 -0.53 -0.29
H -6.34 1.04 -1.78
H -7.28 -0.13 -2.58
H -5.52 -0.42 -2.28
H -5.66 -1.10 1.12
H -6.29 0.39 1.04
C 4.57 -7.74 -1.06
O 3.81 -6.73 -0.40
C 4.59 -5.90 0.43
C 3.80 -4.69 0.92
C 3.36 -3.73 -0.16
N 4.57 -3.92 1.90
H 3.91 -8.06 -1.87
H 4.73 -8.61 -0.42
H 5.51 -7.32 -1.41
H 4.92 -6.48 1.30
H 5.54 -5.62 -0.06
H 2.92 -5.04 1.47
H 4.16 -3.05 -0.48
H 2.61 -3.03 0.22
H 2.94 -4.29 -1.00
H 5.45 -3.62 1.47
H 4.83 -4.48 2.71
C 5.14 2.17 0.59
O 4.36 1.77 -0.53
C 4.96 2.11 -1.78
C 4.10 1.45 -2.87
C 4.40 -0.05 -2.96
N 4.38 2.09 -4.16
H 6.17 1.82 0.56
H 4.64 1.74 1.45
H 5.08 3.27 0.65
H 4.87 3.21 -1.83
H 6.01 1.81 -1.86
H 3.07 1.64 -2.56
H 3.89 -0.43 -3.85
H 4.11 -0.60 -2.07
H 5.45 -0.18 -3.21
H 4.82 3.00 -4.02
H 3.52 2.26 -4.66
C -0.76 -5.46 -1.37
O -1.09 -5.70 -0.03
C -1.37 -4.50 0.66
C -1.70 -4.71 2.13
C -2.22 -3.39 2.70
N -0.51 -5.10 2.90
H -0.42 -6.39 -1.81
H -0.02 -4.67 -1.52
H -1.65 -5.15 -1.94
H -0.50 -3.82 0.55
H -2.14 -3.89 0.16
H -2.39 -5.55 2.20
H -3.01 -2.91 2.12
H -1.40 -2.67 2.63
H -2.60 -3.56 3.70
H 0.22 -4.39 2.95
H -0.01 -5.82 2.38
C -3.33 1.57 -4.71
O -2.75 1.66 -3.45
C -1.70 2.62 -3.35
C -0.37 2.13 -3.96
C -0.01 0.71 -3.54
N 0.72 3.04 -3.60
H -3.55 2.50 -5.24
H -4.31 1.08 -4.68
H -2.72 0.98 -5.41
H -2.07 3.55 -3.81
H -1.57 2.84 -2.29
H -0.51 2.18 -5.04
H 1.01 0.52 -3.87
H -0.65 -0.03 -4.02
H -0.06 0.59 -2.46
H 0.97 2.96 -2.61
H 0.34 3.98 -3.58
C 1.43 -0.07 -0.57
O 0.24 -0.63 -0.09
C -0.68 0.37 0.33
C -2.09 -0.19 0.29
C -2.44 -0.95 -1.00
N -3.05 0.89 0.49
H 2.29 -0.71 -0.36
H 1.61 0.93 -0.17
H 1.45 0.02 -1.67
H -0.42 0.67 1.34
H -0.63 1.20 -0.39
H -2.14 -0.95 1.08
H -1.77 -1.80 -1.20
H -2.48 -0.30 -1.87
H -3.43 -1.42 -0.91
H -2.94 1.42 -0.37
H -4.01 0.52 0.40
```

Results
E_LUMO = 0.703 eV
HOMO-LUMO gap = 9.39 eV
SMILES string = COC[C@H](C)N.COC[C@H](C)N.COC[C@H](C)N.COC[C@H](C)N.COC[C@H](C)N.COC[C@H](C)N.COC[C@H](C)N.COC[C@H](C)N

***

#ii
# C32H88N8O8

A 8-piece molecular cluster, C32H88N8O8 overall (the ωB97M-V functional and the def2-TZVPD basis, the OMol25 dataset).

Geometry as XYZ:
```
136
Properties=species:S:1:pos:R:3
C -10.58 -9.97 14.95
O -9.71 -10.91 15.49
C -10.20 -11.47 16.64
C -9.44 -12.74 17.06
C -9.37 -13.73 15.90
N -10.12 -13.48 18.15
H -10.82 -9.17 15.68
H -11.54 -10.57 14.79
H -10.15 -9.56 14.08
H -10.21 -10.70 17.38
H -11.23 -11.75 16.44
H -8.45 -12.44 17.39
H -8.88 -13.34 15.04
H -10.32 -14.06 15.55
H -8.81 -14.63 16.17
H -10.35 -12.79 18.87
H -10.98 -13.99 17.86
C -16.51 -7.66 20.08
O -16.35 -8.99 20.54
C -16.87 -9.24 21.85
C -16.59 -10.69 22.21
C -17.43 -11.51 21.37
N -16.92 -10.89 23.63
H -15.92 -7.61 19.16
H -16.07 -7.00 20.85
H -17.54 -7.39 19.76
H -16.42 -8.56 22.63
H -17.96 -9.14 21.93
H -15.58 -10.94 21.96
H -17.18 -11.49 20.32
H -18.49 -11.28 21.38
H -17.30 -12.56 21.66
H -16.43 -10.23 24.27
H -16.90 -11.87 23.82
C -10.93 -17.38 24.65
O -10.49 -17.41 23.31
C -10.83 -16.26 22.52
C -10.61 -16.59 21.01
C -11.53 -17.76 20.56
N -9.26 -16.81 20.50
H -10.85 -18.38 25.07
H -11.97 -17.03 24.79
H -10.34 -16.54 25.16
H -11.87 -15.93 22.59
H -10.06 -15.45 22.82
H -10.92 -15.64 20.56
H -11.44 -18.53 21.27
H -11.19 -18.12 19.58
H -12.61 -17.44 20.55
H -8.95 -17.63 20.97
H -8.60 -16.15 20.86
C -8.00 -6.82 13.48
O -7.49 -6.40 14.73
C -7.85 -7.34 15.73
C -6.81 -7.34 16.93
C -7.31 -8.29 17.97
N -6.50 -6.05 17.55
H -7.43 -7.77 13.20
H -7.75 -6.16 12.67
H -9.08 -7.05 13.60
H -8.77 -7.17 16.17
H -7.89 -8.39 15.34
H -5.89 -7.69 16.56
H -7.56 -7.61 18.83
H -6.45 -8.91 18.23
H -8.22 -8.91 17.62
H -6.07 -5.32 16.99
H -7.33 -5.64 18.05
C -9.13 -10.61 20.74
O -10.19 -10.18 19.81
C -11.46 -10.40 20.38
C -12.51 -10.24 19.23
C -12.57 -8.90 18.42
N -13.83 -10.57 19.82
H -8.20 -10.08 20.48
H -9.00 -11.71 20.83
H -9.29 -10.40 21.80
H -11.56 -11.45 20.72
H -11.73 -9.73 21.19
H -12.24 -11.08 18.56
H -13.26 -9.06 17.58
H -11.56 -8.62 18.07
H -12.86 -8.12 19.15
H -14.21 -9.76 20.35
H -14.51 -10.74 19.07
C -12.21 -16.29 16.51
O -12.52 -14.94 16.93
C -13.74 -14.98 17.69
C -14.17 -13.57 18.02
C -15.42 -13.64 18.89
N -14.58 -12.80 16.79
H -12.98 -16.58 15.83
H -12.18 -16.89 17.39
H -11.17 -16.28 16.03
H -14.56 -15.48 17.10
H -13.68 -15.45 18.71
H -13.27 -13.04 18.41
H -15.12 -13.77 19.87
H -16.07 -14.47 18.63
H -15.98 -12.71 18.77
H -13.86 -13.02 16.12
H -15.47 -13.02 16.40
C -5.70 -13.85 18.76
O -4.69 -13.22 17.93
C -5.10 -12.77 16.67
C -5.79 -11.34 16.59
C -5.85 -11.09 15.13
N -4.90 -10.41 17.29
H -5.46 -14.87 19.05
H -6.62 -13.87 18.27
H -5.80 -13.25 19.67
H -4.14 -12.85 16.05
H -5.75 -13.59 16.22
H -6.77 -11.36 17.03
H -4.85 -10.98 14.66
H -6.39 -10.16 14.97
H -6.38 -11.89 14.56
H -4.12 -10.00 16.70
H -4.57 -10.95 18.09
C -13.33 -6.96 21.97
O -11.96 -7.18 21.69
C -11.31 -6.10 21.07
C -10.03 -6.55 20.47
C -8.92 -6.61 21.49
N -9.66 -5.67 19.26
H -13.71 -7.83 22.48
H -13.92 -6.91 21.07
H -13.44 -6.04 22.56
H -11.97 -5.68 20.28
H -11.18 -5.37 21.88
H -10.19 -7.59 20.09
H -9.29 -7.08 22.37
H -8.68 -5.56 21.87
H -7.98 -6.99 21.09
H -10.28 -5.80 18.48
H -9.40 -4.72 19.55
```

Results
E_LUMO = 0.477 eV
HOMO-LUMO gap = 8.69 eV
SMILES string = COC[C@H](C)N.COC[C@H](C)N.COC[C@H](C)N.COC[C@H](C)N.COC[C@H](C)N.COC[C@H](C)N.COC[C@H](C)N.COC[C@H](C)N

***

#iii
# C32H88N8O8

A 8-piece molecular cluster, C32H88N8O8 overall (the ωB97M-V functional and the def2-TZVPD basis, the OMol25 dataset).

Geometry as XYZ:
```
136
Properties=species:S:1:pos:R:3
C -1.43 3.96 -1.06
O -1.07 4.41 -2.34
C 0.32 4.62 -2.40
C 0.57 5.39 -3.67
C 0.28 4.48 -4.82
N 1.93 5.93 -3.61
H -0.84 3.00 -0.83
H -2.53 3.73 -1.17
H -1.38 4.68 -0.26
H 0.64 5.06 -1.47
H 0.88 3.65 -2.49
H -0.10 6.21 -3.71
H 0.37 5.11 -5.74
H -0.76 4.08 -4.92
H 1.02 3.68 -5.00
H 2.64 5.17 -3.63
H 2.17 6.60 -4.35
C -2.73 -2.81 5.78
O -3.19 -4.14 5.52
C -2.44 -4.71 4.53
C -2.74 -4.30 3.11
C -4.17 -4.68 2.68
N -1.76 -4.85 2.18
H -3.56 -2.14 5.54
H -1.99 -2.61 4.94
H -2.48 -2.58 6.80
H -1.41 -4.43 4.76
H -2.54 -5.79 4.70
H -2.73 -3.18 3.11
H -4.40 -4.36 1.70
H -4.96 -4.25 3.37
H -4.37 -5.76 2.68
H -0.89 -4.38 2.29
H -2.01 -4.74 1.20
C 3.33 2.98 0.54
O 2.91 3.50 1.81
C 2.41 4.79 1.56
C 1.91 5.38 2.88
C 0.85 4.46 3.49
N 1.49 6.78 2.77
H 2.46 3.02 -0.23
H 3.64 1.94 0.73
H 4.07 3.64 0.17
H 3.19 5.49 1.18
H 1.66 4.66 0.77
H 2.69 5.35 3.65
H 1.31 3.44 3.66
H -0.01 4.35 2.79
H 0.44 4.92 4.42
H 0.70 6.95 2.10
H 2.24 7.31 2.41
C -2.75 -5.97 -3.55
O -3.38 -5.03 -2.80
C -2.70 -4.31 -1.83
C -3.55 -3.26 -1.09
C -4.22 -2.38 -2.10
N -2.73 -2.56 -0.16
H -1.72 -5.67 -3.90
H -3.41 -6.15 -4.37
H -2.71 -6.84 -2.95
H -2.17 -5.08 -1.22
H -1.83 -3.81 -2.35
H -4.24 -3.84 -0.52
H -4.93 -2.94 -2.67
H -3.48 -1.80 -2.69
H -4.77 -1.63 -1.57
H -2.14 -1.93 -0.66
H -3.31 -1.98 0.45
C 2.87 -2.22 2.14
O 1.97 -3.03 1.40
C 2.69 -4.05 0.81
C 2.03 -4.60 -0.45
C 0.58 -5.03 -0.30
N 2.74 -5.63 -1.14
H 3.48 -1.57 1.55
H 3.48 -2.86 2.78
H 2.22 -1.73 2.86
H 3.72 -3.70 0.56
H 2.74 -4.94 1.51
H 1.88 -3.79 -1.17
H 0.03 -4.20 0.06
H 0.40 -5.84 0.35
H 0.13 -5.38 -1.24
H 3.75 -5.53 -1.24
H 2.53 -6.57 -0.93
C -0.52 1.35 2.06
O -0.77 0.55 0.99
C 0.34 0.34 0.15
C 0.02 -0.64 -1.02
C 1.14 -0.91 -1.98
N -1.08 -0.09 -1.73
H -1.43 1.53 2.60
H -0.10 2.34 1.87
H 0.14 0.85 2.77
H 0.83 1.24 -0.26
H 1.13 -0.12 0.87
H -0.34 -1.57 -0.63
H 1.26 0.03 -2.50
H 0.92 -1.74 -2.70
H 2.08 -1.12 -1.43
H -1.89 -0.09 -1.12
H -0.86 0.88 -1.92
C 5.07 -0.32 -3.30
O 5.09 1.04 -3.59
C 6.40 1.50 -4.09
C 6.11 2.94 -4.44
C 7.29 3.66 -5.12
N 5.67 3.67 -3.26
H 4.10 -0.59 -2.88
H 5.84 -0.69 -2.57
H 5.24 -0.95 -4.20
H 7.33 1.43 -3.32
H 6.61 0.87 -4.96
H 5.25 2.90 -5.05
H 7.92 3.00 -5.72
H 7.80 4.15 -4.26
H 6.92 4.49 -5.76
H 6.50 4.10 -2.83
H 5.14 3.14 -2.60
C -3.47 1.31 5.16
O -3.34 0.69 3.91
C -4.56 0.18 3.49
C -4.55 0.22 1.95
C -5.40 1.40 1.47
N -4.96 -1.10 1.36
H -4.24 2.05 5.23
H -2.50 1.79 5.36
H -3.67 0.60 5.96
H -4.67 -0.84 3.88
H -5.43 0.71 3.89
H -3.51 0.40 1.74
H -5.11 2.18 2.17
H -6.50 1.21 1.44
H -5.06 1.61 0.45
H -5.76 -0.95 0.73
H -5.28 -1.78 2.06
```

Results
E_LUMO = 0.535 eV
HOMO-LUMO gap = 9.07 eV
SMILES string = COC[C@H](C)N.COC[C@H](C)N.COC[C@H](C)N.COC[C@H](C)N.COC[C@H](C)N.COC[C@H](C)N.COC[C@H](C)N.COC[C@H](C)N

***

What should be chosen as the most stable of them? Choose #i.

***

#i
# C2H3NS

One molecule with the formula C2H3NS (the ωB97M-V functional and the def2-TZVPD basis, the OMol25 dataset).

Geometry as XYZ:
```
7
Properties=species:S:1:pos:R:3
C 2.59 0.21 0.02
C 1.25 0.76 0.08
S -0.22 1.44 -0.14
N -1.28 0.09 0.12
H 3.42 0.00 0.63
H -2.16 0.29 -0.36
H -1.46 -0.07 1.10
```

Results
E_LUMO (alpha / beta) = 0.124 / 0.124 eV
HOMO-LUMO gap (alpha / beta) = 8.66 / 8.65 eV
SMILES string = C#CSN

***

#ii
# C2H3NS

A 2-piece molecular cluster, C2H3NS overall (the ωB97M-V functional and the def2-TZVPD basis, the OMol25 dataset).

Geometry as XYZ:
```
7
Properties=species:S:1:pos:R:3
C -2.65 -0.20 2.86
C -2.22 -0.74 1.86
N 0.84 -0.39 -1.92
S -1.71 -1.50 0.54
H -3.02 0.42 3.62
H 1.38 -1.21 -2.18
H 0.34 -0.59 -1.03
```

Results
E_LUMO (alpha / beta) = -0.574 / -2.767 eV
HOMO-LUMO gap (alpha / beta) = 8.88 / 6.34 eV

***

#iii
# C2H3NS

C2H3NS as an isolated structure (the ωB97M-V functional and the def2-TZVPD basis, the OMol25 dataset).

Geometry as XYZ:
```
7
Properties=species:S:1:pos:R:3
C 0.61 -1.01 0.16
C -0.30 0.63 -0.42
N -0.54 -0.70 -0.29
S 1.38 0.59 0.07
H 1.12 -2.03 0.43
H -0.68 1.26 -1.11
H -1.59 1.26 1.16
```

Results
E_LUMO (alpha / beta) = -0.595 / -0.857 eV
HOMO-LUMO gap (alpha / beta) = 8.51 / 8.86 eV

***

What should be chosen as the most stable of them? Choose #i.

***

#i
# C3H8S2

One molecule with the formula C3H8S2 (the ωB97M-V functional and the def2-TZVPD basis, the OMol25 dataset).

Geometry as XYZ:
```
13
Properties=species:S:1:pos:R:3
C -0.94 -0.77 -0.40
C -0.03 -0.58 0.75
C 1.31 -0.06 0.43
S 1.35 1.60 0.17
S -0.97 2.33 -0.75
H -1.89 -0.06 -0.35
H -1.22 -1.78 -0.64
H -0.42 -0.29 -1.29
H -0.43 0.26 1.43
H -0.08 -1.51 1.37
H 1.73 -0.21 1.38
H 1.87 -0.82 -0.25
H -0.28 1.89 -1.85
```

Results
E_LUMO = -1.604 eV
HOMO-LUMO gap = 7.54 eV
SMILES string = CCCSS

***

#ii
# C3H8S2

A 2-piece molecular cluster, C3H8S2 overall (the ωB97M-V functional and the def2-TZVPD basis, the OMol25 dataset).

Geometry as XYZ:
```
13
Properties=species:S:1:pos:R:3
C -1.65 -0.56 0.65
C -2.15 0.64 0.43
H -1.99 -1.50 0.24
H -0.94 -0.77 1.44
H -3.03 0.80 -0.19
H -1.91 1.52 1.01
C 1.59 1.06 -0.49
S 1.63 -0.45 0.55
S 2.36 -1.83 -0.82
H 0.69 1.58 -0.19
H 1.45 0.75 -1.53
H 2.56 1.52 -0.41
H 1.40 -2.76 -0.68
```

Results
E_LUMO = 0.571 eV
HOMO-LUMO gap = 9.06 eV
SMILES string = C=C.CSS

***

What should be chosen as the most stable of them? Choose #ii.

***

#i
# C3H8S2

One molecule with the formula C3H8S2 (the ωB97M-V functional and the def2-TZVPD basis, the OMol25 dataset).

Geometry as XYZ:
```
13
Properties=species:S:1:pos:R:3
C 0.43 2.42 -0.46
C -0.70 1.38 -0.23
S -0.61 -0.35 -0.98
S 0.69 -1.32 0.33
C 0.15 -3.00 0.55
H 1.51 1.92 -0.37
H 0.64 2.84 -1.45
H 0.28 3.20 0.33
H -1.69 1.74 -0.68
H -0.85 1.22 0.85
H 1.14 -3.51 0.91
H -0.44 -3.60 -0.20
H -0.56 -2.95 1.41
```

Results
E_LUMO = 0.804 eV
HOMO-LUMO gap = 8.70 eV
SMILES string = CCSSC

***

#ii
# C3H8S2

A 2-piece molecular cluster, C3H8S2 overall (the ωB97M-V functional and the def2-TZVPD basis, the OMol25 dataset).

Geometry as XYZ:
```
13
Properties=species:S:1:pos:R:3
C 1.88 -0.56 0.91
C 1.91 -0.42 -0.42
H 1.99 -1.52 1.39
H 1.86 0.35 1.50
H 1.87 -1.36 -0.97
H 2.02 0.50 -0.96
C -1.78 0.34 -1.15
S -2.64 0.84 0.36
S -1.59 0.01 1.98
H -1.43 1.30 -1.52
H -0.97 -0.37 -1.13
H -2.61 0.07 -1.81
H -0.52 0.82 1.82
```

Results
E_LUMO = 0.574 eV
HOMO-LUMO gap = 9.30 eV
SMILES string = C=C.CSS

***

What should be chosen as the most stable of them? Choose #i.